# 1
Molecular formula: C3H3AgO2
Method: DFT, ωB97M-V/def2-TZVPD

Each line ends with the Löwdin spin population.
Atoms and positions in Å:
O (0.480, -0.734, -0.908)  0.0840
Ag (0.602, -1.967, 2.380)  0.0880
O (-0.237, -2.172, 0.569)  0.3075
C (0.241, -1.027, 0.354)  0.3869
C (0.087, 0.614, -1.193)  0.1897
C (-0.507, 1.181, -0.090)  -0.0689
H (0.915, 1.121, -1.696)  0.0121
H (-1.448, 0.834, 0.339)  0.0033
H (-0.132, 2.151, 0.245)  -0.0026

Summary:
Energy relative to the best compared isomer or geometry (same formula, charge and spin)   279.15 kJ/mol
2S+1   2
LUMO level (spin up / spin down)   -5.8 / -7.1 eV
Max |F|   0.086 hartree/bohr
E_tot   -413.09037 hartree
Charge   +1

=====

# 2
Molecular formula: C3H3AgO3
Method: DFT, ωB97M-V/def2-TZVPD

Each line ends with the Löwdin spin population.
Atoms and positions in Å:
O (2.398, -1.342, 1.573)  0.1836
Ag (2.678, 1.623, 0.690)  0.0116
O (2.637, -0.589, -0.424)  0.1641
C (2.491, -1.389, 0.418)  0.0010
O (-0.680, -0.363, 0.413)  0.2238
C (-1.744, 0.149, 0.555)  0.2468
H (-2.511, 1.159, 0.330)  0.0241
C (-1.792, 0.255, -0.860)  0.1411
H (-1.298, 1.122, -1.311)  0.0006
H (-2.178, -0.625, -1.384)  0.0034

Summary:
Energy relative to the best compared isomer or geometry (same formula, charge and spin)   734.12 kJ/mol
2S+1   2
LUMO level (spin up / spin down)   -17.8 / -20.7 eV
Max |F|   0.100 hartree/bohr
E_tot   -487.03216 hartree
Charge   +3

=====

# 3
Molecular formula: C3H3AlO2
Method: DFT, ωB97M-V/def2-TZVPD

Each line ends with the Löwdin spin population.
Atoms and positions in Å:
O (1.066, -0.688, -0.340)  0.1552
Al (2.318, 0.090, 0.230)  0.2595
O (-1.308, 1.765, -0.055)  0.1645
C (-0.834, 0.678, -0.188)  0.0958
C (0.003, -0.281, 0.321)  0.2781
C (-1.377, -1.273, 0.230)  0.0257
H (-1.423, -1.772, -0.750)  0.0132
H (-2.375, -0.960, 0.561)  -0.0008
H (-1.122, -2.058, 0.960)  0.0087

Summary:
Energy relative to the best compared isomer or geometry (same formula, charge and spin)   209.32 kJ/mol
2S+1   2
LUMO level (spin up / spin down)   -5.6 / -8.6 eV
Max |F|   0.161 hartree/bohr
E_tot   -508.59766 hartree
Charge   +1

=====

# 4
Molecular formula: C3H3AuLiO2
Method: DFT, ωB97M-V/def2-TZVPD

Each line ends with the Löwdin spin population.
Atoms and positions in Å:
H (-2.321, 0.316, -0.622)  0.0392
O (1.131, 0.488, 0.706)  0.4420
C (0.067, -0.293, 0.785)  0.7840
C (-0.492, -0.996, -0.228)  0.9609
C (-1.211, 0.430, -0.640)  0.2060
O (-0.719, 1.454, -1.094)  0.2381
Li (0.806, 1.885, -0.516)  0.0102
Au (2.717, 0.062, 1.186)  0.1364
H (-0.031, -1.831, -0.754)  0.0615
H (0.052, -1.514, 1.177)  0.1217

Summary:
Energy relative to the best compared isomer or geometry (same formula, charge and spin)   237.16 kJ/mol
2S+1   4
LUMO level (spin up / spin down)   -9.9 / -13.1 eV
Max |F|   0.221 hartree/bohr
E_tot   -408.75931 hartree
Charge   +2

=====

# 5
Molecular formula: C3H3BiLiO2
Method: DFT, ωB97M-V/def2-TZVPD

Each line ends with the Löwdin charge.
Atoms and positions in Å:
O (2.928, -1.232, -1.463)  -0.9811
Li (4.274, -1.726, -2.359)  0.7728
C (-0.320, 0.561, 0.061)  -0.5438
C (-0.642, 1.822, 0.446)  -0.0486
O (-1.659, 0.075, 0.140)  -0.1325
C (-2.074, 1.391, 0.586)  -0.1469
H (-0.093, 2.745, 0.622)  0.1032
H (-2.811, 1.831, -0.104)  0.1400
H (-2.502, 1.352, 1.600)  0.1391
Bi (1.371, -0.559, -0.719)  1.6977

Summary:
Energy relative to the best compared isomer or geometry (same formula, charge and spin)   227.21 kJ/mol
LUMO level (spin up / spin down)   -5.6 / -5.6 eV
Max |F|   0.094 hartree/bohr
E_tot   -488.28021 hartree
Charge   +1

=====

# 6
Molecular formula: C3H3Br
Method: DFT, ωB97M-V/def2-TZVPD

Each line ends with the Löwdin charge.
Atoms and positions in Å:
C (0.629, 1.235, 0.410)  0.1521
C (0.270, -0.031, -0.254)  0.0914
C (0.872, -0.047, 0.940)  0.0680
Br (-2.808, -2.371, -2.554)  -0.5755
H (0.426, 2.252, 0.585)  0.0987
H (-0.613, -0.332, -0.760)  0.0728
H (1.224, -0.706, 1.634)  0.0925

Summary:
Energy relative to the best compared isomer or geometry (same formula, charge and spin)   396.32 kJ/mol
LUMO level (spin up / spin down)   -1.6 / -3.4 eV
Max |F|   0.102 hartree/bohr
E_tot   -2689.89865 hartree